Below is C13H45FeN2O14 as an isolated structure at a distorted geometry, with properties calculated with ωB97M-V/def2-TZVPD.

CARTESIAN COORDINATES (ANGSTROEM)
Fe -10.68 13.01 -26.26
C -7.63 12.39 -24.78
C -7.72 13.78 -25.42
O -8.67 13.83 -26.44
H -6.84 12.18 -24.06
H -7.62 11.58 -25.52
H -8.56 12.30 -24.21
H -6.73 14.03 -25.83
H -7.84 14.50 -24.60
C -10.62 8.73 -26.36
C -9.94 10.13 -26.45
O -10.78 11.10 -26.96
H -10.61 8.25 -27.34
H -11.61 8.85 -25.94
H -9.91 8.18 -25.73
H -9.10 9.94 -27.14
H -9.46 10.39 -25.50
C -11.00 11.43 -23.09
C -11.64 12.81 -23.20
O -11.70 13.29 -24.52
H -11.15 11.18 -22.03
H -9.92 11.57 -23.08
H -11.28 10.62 -23.76
H -11.00 13.46 -22.60
H -12.65 12.75 -22.77
C -7.41 8.27 -23.51
C -8.43 9.17 -22.81
O -8.83 8.51 -21.61
O -8.12 7.07 -23.89
H -6.49 8.01 -22.99
H -7.17 8.77 -24.46
H -9.25 9.22 -23.52
H -8.11 10.15 -22.47
H -9.44 7.83 -21.92
H -7.41 6.45 -24.08
C -6.50 13.84 -21.49
C -7.96 13.34 -21.29
O -8.31 13.48 -19.92
O -5.52 13.04 -20.81
H -6.41 14.86 -21.13
H -6.37 13.89 -22.57
H -8.20 12.36 -21.70
H -8.64 14.05 -21.78
H -7.63 13.25 -19.29
H -5.89 12.83 -19.95
C -15.40 13.63 -20.54
C -14.25 12.91 -19.82
O -13.35 13.75 -19.13
O -16.57 13.86 -19.77
H -15.61 13.09 -21.47
H -15.04 14.59 -20.90
H -13.72 12.34 -20.59
H -14.46 12.06 -19.16
H -13.78 14.14 -18.37
H -16.92 13.05 -19.41
C -10.03 10.49 -18.54
O -10.12 9.42 -17.93
N -10.71 11.63 -18.27
N -9.23 10.55 -19.63
H -10.63 12.42 -18.90
H -11.59 11.58 -17.79
H -9.20 11.31 -20.28
H -8.93 9.61 -19.84
O -10.69 16.05 -23.42
H -11.51 16.50 -23.63
H -10.91 15.11 -23.48
O -13.23 9.01 -19.88
H -12.59 9.73 -19.87
H -12.86 8.35 -19.29
O -13.49 16.13 -23.41
H -14.31 16.21 -23.92
H -13.24 15.20 -23.51
O -13.63 10.44 -25.20
H -13.15 10.33 -24.37
H -12.96 10.73 -25.83

The frontier orbital gap (alpha / beta) comes out at 7.649 / 7.648 eV. The spin multiplicity is 5. For the LUMO energy (alpha / beta), the calculation gives 2.233 / 2.233 eV. Its expectation value of S² is 6.021. Its HOMO energy (alpha / beta) is -5.42 / -5.41 eV. The value obtained for the total energy is -80242.9828 eV. The net charge is -1.